Entry 1:
The following is a quantum chemistry calculation of 2 unconnected molecules or ions with the total composition C36H54BNO8, from the Open Molecules 2025 dataset.

Structure (XYZ):
```
100
Properties=species:S:1:pos:R:3:forces:R:3
C -5.15837 9.33491 -6.81094 -0.25 0.06 0.39
C -4.96845 8.59802 -5.38905 0.30 -0.47 -1.08
C -4.38890 7.11834 -5.65493 -0.40 -0.36 1.05
C -4.88351 6.11981 -4.48562 0.74 -0.62 -0.33
C -5.10276 4.60853 -5.06096 -0.69 1.35 0.39
C -5.88945 3.77387 -3.93627 -0.38 -0.60 -0.93
C -4.99782 2.70734 -3.13210 -0.27 0.49 0.72
C -3.52276 3.20579 -2.75375 0.20 -0.46 0.22
C -2.59818 2.01345 -2.13472 -1.42 -0.06 -0.27
C -2.90907 1.77512 -0.55921 0.08 0.21 -0.33
C -1.55327 1.54645 0.31447 0.18 1.40 -0.49
C -1.58262 2.34774 1.72252 -0.80 0.48 -0.13
C -1.82606 1.41441 3.00072 0.17 0.05 -0.26
C -0.69233 0.32939 3.27382 1.69 -3.04 1.11
C -1.14773 -1.05706 3.86917 3.29 -0.40 -0.22
C -2.68256 -1.43466 4.16479 1.16 -0.43 -1.05
O -3.33428 -0.45503 5.00491 1.38 -1.55 0.83
C -2.80451 -0.57832 6.36089 -1.33 0.73 1.15
O -1.76805 0.36945 6.66099 -0.97 -0.14 -0.38
C -2.28918 1.71011 6.82476 -0.70 1.00 0.62
C -1.19464 2.81385 6.43976 0.57 -0.76 -1.26
O -1.76234 3.99536 5.78081 -0.56 -1.17 0.74
C -0.10443 -2.17760 4.21770 1.11 2.93 -0.90
C 1.41027 -1.96912 4.00867 -2.10 2.12 -0.86
C 1.87783 -0.60987 3.39172 -2.55 -1.43 0.74
C 0.82633 0.50831 3.04907 -0.19 -2.14 1.43
N 1.36794 1.77154 2.51188 -0.44 -1.41 -0.10
C 3.44512 -0.45705 3.15068 0.86 1.09 0.29
O 4.07796 0.63081 3.20822 -2.24 -3.65 -0.46
C 4.23118 -1.83725 2.86269 1.83 -3.07 -0.91
C 5.48651 -1.91423 1.93134 -1.20 -3.17 1.79
C 6.18326 -3.29309 1.72608 -2.22 0.01 1.87
C 5.72881 -4.62027 2.41932 -1.97 3.62 0.36
B 6.54974 -6.02112 2.17323 0.60 -1.38 0.19
O 7.86355 -6.23053 2.76522 -1.79 1.40 -2.04
O 5.98628 -7.11112 1.39189 0.96 2.43 0.35
C 6.15024 -6.69813 -0.01218 0.07 0.12 -0.56
C 4.47850 -4.54405 3.32816 1.41 3.17 -1.84
C 3.77731 -3.18095 3.50266 0.99 0.23 -0.90
C 2.46448 -3.11700 4.41608 0.24 -0.63 1.11
O 2.31081 -3.89094 5.39364 0.14 2.55 -3.47
H -4.93999 8.60896 -7.67352 -0.26 1.18 1.28
H -4.48306 10.25239 -6.89757 -1.00 -1.27 -0.02
H -6.25173 9.65452 -6.89082 1.55 -0.23 -0.11
H -5.97990 8.52885 -4.86029 1.45 0.05 -0.70
H -4.24958 9.18109 -4.72283 -1.01 -0.80 -0.83
H -4.75457 6.65994 -6.65139 0.45 1.03 1.49
H -3.24173 7.14280 -5.69131 -1.65 -0.03 -0.02
H -5.87427 6.48810 -4.01962 1.49 -0.59 -0.91
H -4.11519 6.08006 -3.62401 -1.17 0.12 -1.27
H -5.73517 4.75721 -6.01789 0.82 -0.49 1.55
H -4.12324 4.12980 -5.39750 -1.28 0.63 0.61
H -6.71968 3.16974 -4.47024 1.23 0.90 0.92
H -6.45239 4.51295 -3.25408 1.10 -1.17 -0.86
H -4.96982 1.72603 -3.71420 0.15 1.31 0.69
H -5.56055 2.49816 -2.14124 0.93 0.12 -1.54
H -3.61714 4.04301 -1.97912 0.21 -1.01 -1.06
H -2.97452 3.63048 -3.66101 -0.87 -0.56 1.14
H -1.50217 2.25462 -2.34983 -1.49 -0.46 0.48
H -2.92541 1.06442 -2.71031 0.94 1.40 0.79
H -3.48115 2.72274 -0.21878 1.12 -1.47 -0.23
H -3.65806 0.91133 -0.43775 1.20 1.18 -0.15
H -1.26649 0.44746 0.41406 -0.51 1.41 0.00
H -0.72181 2.05870 -0.30777 -1.19 -0.99 0.97
H -2.50505 3.04563 1.65444 1.39 -1.10 0.25
H -0.68742 3.06800 1.83476 -1.33 -1.61 -0.07
H -1.98224 2.06418 3.94424 0.47 -1.06 -1.48
H -2.84019 0.88276 2.83645 1.75 0.61 0.32
H -2.71273 -2.48526 4.65086 0.13 1.69 -0.66
H -3.22516 -1.55729 3.15396 0.58 0.62 1.66
H -3.69765 -0.34392 7.05324 1.18 -0.35 -1.10
H -2.46679 -1.64005 6.61555 -0.03 1.58 -0.67
H -3.25166 1.80709 6.19733 1.55 0.13 0.62
H -2.61590 1.91796 7.91762 0.50 -0.66 -1.55
H -0.49375 2.33988 5.65165 -0.88 0.43 1.44
H -0.55514 3.15557 7.33355 -1.24 -0.46 -1.37
H -2.59402 3.72220 5.33173 0.90 0.23 0.47
H -0.44656 -3.17424 4.67784 0.52 1.80 -0.80
H 1.77176 1.52553 1.58599 -0.15 0.57 0.94
H 2.10901 2.15638 3.11756 -0.41 -0.63 -0.53
H 5.90406 -1.00112 1.40113 -0.74 -1.32 0.88
H 7.09538 -3.39270 1.02859 -1.63 0.50 1.18
H 8.40897 -5.43080 2.55276 -0.65 -0.83 0.86
H 7.25304 -6.84455 -0.29824 -1.69 0.16 0.16
H 5.86531 -5.59821 -0.13738 0.39 -1.33 0.08
H 5.45817 -7.29370 -0.71160 1.18 0.71 1.35
H 4.07142 -5.46837 3.85214 0.55 1.54 -0.76
C 5.79876 -7.41762 -5.87920 0.28 -0.18 -0.34
C 4.64520 -7.93681 -5.05082 -0.48 0.08 0.02
C 5.29197 -8.12536 -3.69288 0.22 -0.18 0.24
O 6.33031 -7.14118 -3.58690 -0.18 -0.08 -0.25
C 6.54175 -6.55465 -4.87873 0.06 0.31 0.19
H 5.48825 -6.86685 -6.76870 0.04 -0.02 0.07
H 6.43283 -8.25199 -6.19681 -0.03 0.08 -0.01
H 3.86098 -7.17515 -4.98869 0.02 -0.08 0.00
H 4.20026 -8.85338 -5.44181 0.04 0.05 0.06
H 5.75674 -9.11332 -3.60738 -0.10 -0.04 0.02
H 4.58331 -8.00153 -2.87041 0.10 0.03 0.00
H 6.13693 -5.53701 -4.85485 0.05 0.02 -0.09
H 7.61266 -6.49868 -5.08608 -0.04 -0.01 0.13
```
Forces are in eV/Å.

Atomic partial charges in e from the Mulliken method, atoms 1 to 5: -0.8952 -0.2886 -0.6774 -0.5293 -0.4933

=====

Entry 2:
The following is a quantum chemistry calculation of a molecular structure, C36H54BiNO4SSi, from the Open Molecules 2025 dataset.

Its total charge is -2.

Structure (XYZ):
```
98
Properties=species:S:1:pos:R:3:forces:R:3
Bi -0.26885 -0.73909 0.64914 9.23 0.31 3.13
C 1.11705 -1.64819 -1.91596 0.02 -0.34 -0.47
C 2.17045 -1.00299 -1.23746 0.29 0.26 -0.17
C 2.49655 -1.83189 -0.12066 0.69 -0.24 0.20
C 1.66385 -2.96659 -0.20016 0.20 -0.04 0.02
C 0.81845 -2.86859 -1.30566 -0.20 -0.32 -0.59
C -0.07425 -3.98839 -1.84376 -0.27 0.33 0.17
C 0.81605 -5.06369 -2.49716 -0.07 0.17 0.04
C -0.88025 -4.61609 -0.69336 0.51 -0.41 0.34
C -1.05695 -3.44659 -2.89836 0.65 0.18 -0.69
C 3.50375 -1.66769 1.03484 -0.15 -0.04 -0.09
C 3.43665 -2.89209 1.97484 -0.04 0.16 -0.21
C 4.94925 -1.59689 0.50814 -0.10 0.03 0.17
C 3.15265 -0.44529 1.90824 0.76 -0.39 -0.10
C 2.90285 0.16971 -1.92556 -0.03 -0.11 0.14
C 1.95425 0.88671 -2.91626 0.58 -0.66 -0.80
C 3.39185 1.25391 -0.94906 4.79 -0.48 -3.17
C 4.08085 -0.40289 -2.73546 -0.08 -0.02 -0.02
H 0.60485 -1.25249 -2.77376 -0.08 -0.02 -0.25
H 1.69735 -3.82109 0.45074 -0.05 -0.06 0.24
H 1.50865 -5.49419 -1.77536 0.08 0.00 0.14
H 1.40345 -4.63369 -3.30866 0.07 0.10 -0.07
H 0.21485 -5.87449 -2.91136 -0.18 -0.12 -0.04
H -0.22275 -5.03899 0.06584 0.30 -0.20 0.02
H -1.52115 -5.41789 -1.06146 -0.12 -0.20 -0.17
H -1.51455 -3.87109 -0.21306 0.97 -1.53 -0.23
H -0.52405 -3.00259 -3.74066 0.29 -0.14 -0.22
H -1.71455 -2.68919 -2.47056 0.64 -0.35 -0.83
H -1.68145 -4.25299 -3.29116 -0.07 -0.13 0.02
H 3.71355 -3.80399 1.44464 -0.02 -0.07 -0.03
H 2.43315 -3.01559 2.38294 -0.03 0.01 -0.04
H 4.12185 -2.77169 2.81624 0.13 0.14 0.03
H 5.16265 -2.45789 -0.12616 -0.05 -0.07 -0.07
H 5.66175 -1.60809 1.33434 0.11 0.02 0.21
H 5.14215 -0.69859 -0.07056 0.00 0.00 -0.04
H 2.17805 -0.57849 2.37554 -0.03 0.00 -0.06
H 3.11645 0.48191 1.34764 0.70 -0.73 0.32
H 3.88625 -0.31949 2.70464 0.30 -0.02 0.21
H 1.05145 1.23231 -2.41156 2.15 -0.07 -2.11
H 1.66505 0.23411 -3.73906 0.03 -0.14 0.01
H 2.44425 1.75761 -3.35616 0.19 -0.12 -0.25
H 2.56935 1.61611 -0.33496 5.95 2.13 -4.07
H 3.78875 2.10721 -1.50106 0.62 -0.18 -0.26
H 4.19435 0.90421 -0.30526 0.06 -0.16 0.05
H 3.71825 -1.10749 -3.48716 -0.11 -0.02 0.05
H 4.78125 -0.94029 -2.09976 -0.02 0.01 0.05
H 4.62415 0.38891 -3.24996 0.14 0.25 -0.11
C -1.77285 -0.14049 2.20784 -3.25 -3.15 2.78
Si -2.34785 1.40831 1.70334 -1.12 0.69 -0.34
C -0.69705 2.21881 1.34644 -1.62 2.84 2.06
N 0.01925 1.47091 0.43754 3.95 1.41 -3.88
C 1.55985 1.66061 0.54774 -5.74 0.60 4.51
C 1.99855 3.08971 0.17104 -0.45 1.20 0.34
C 1.64905 3.36131 -1.29296 0.04 0.70 -0.34
C 0.15065 3.15621 -1.51386 -0.06 0.01 0.13
C -0.25515 1.73591 -1.06406 -1.65 0.72 0.84
C -3.43565 1.37311 0.19894 -0.96 1.31 -0.35
C -3.84665 0.15831 -0.37056 -3.23 10.55 -5.85
C -4.65755 0.15531 -1.50866 -0.26 1.42 0.29
C -5.06535 1.36241 -2.08436 0.24 -0.25 0.35
C -4.65895 2.57511 -1.52126 0.03 0.03 -0.03
C -3.84635 2.58291 -0.38366 -0.26 -0.60 -0.14
C -3.20175 2.23841 3.12764 -0.26 0.92 0.01
C -2.52025 2.38291 4.34564 -0.81 0.47 0.24
C -3.14255 3.00371 5.43174 -0.16 -0.09 -0.39
C -4.45015 3.48281 5.30994 0.19 -0.17 -0.30
C -5.13365 3.33911 4.10144 0.27 -0.17 0.08
C -4.51635 2.71921 3.01124 0.23 0.23 0.97
H -2.62475 -0.99589 2.34344 1.98 2.57 -0.17
H -1.23785 -0.17899 3.17964 -0.52 0.34 -0.90
H -0.18135 2.19651 2.32804 -0.08 0.05 -0.42
H -0.82815 3.27791 1.06744 0.24 0.08 0.04
H 2.13605 0.94611 -0.08956 -5.37 -3.24 3.00
H 1.85075 1.44641 1.59874 -0.80 0.47 -0.73
H 3.09445 3.19841 0.31684 -0.72 0.09 0.19
H 1.49085 3.82931 0.82644 0.21 -0.49 -0.23
H 2.21605 2.65611 -1.94016 -0.83 1.53 0.80
H 1.93825 4.39741 -1.57206 -0.07 -0.45 0.12
H -0.08915 3.29311 -2.59026 -0.02 -0.20 0.55
H -0.41925 3.92351 -0.95296 0.12 -0.37 -0.30
H 0.27375 1.01441 -1.73196 -2.09 -0.11 2.83
H -1.33205 1.58731 -1.24806 0.41 0.13 0.23
H -3.54075 -0.78609 0.05844 -3.23 9.97 -5.02
H -4.97225 -0.78459 -1.94596 -0.05 -0.22 -0.11
H -5.69285 1.35731 -2.96476 -0.13 0.11 -0.25
H -4.97285 3.51011 -1.96766 -0.03 0.10 -0.06
H -3.53575 3.52951 0.04104 0.02 0.30 0.07
H -1.50745 2.01751 4.45764 0.06 -0.10 -0.07
H -2.61175 3.11341 6.36884 0.02 0.01 0.07
H -4.93065 3.96231 6.15254 -0.04 0.04 0.06
H -6.14915 3.70931 4.00824 0.00 0.00 0.02
H -5.06735 2.61641 2.08784 0.10 -0.07 -0.17
O -2.55595 -2.80189 -1.03986 -1.94 2.89 2.16
S -2.38625 -1.77979 0.01454 -1.28 -9.30 -2.75
O -3.70085 -1.48729 0.62404 -0.22 -16.00 10.82
O -1.91805 -0.49579 -0.67776 0.09 -2.76 -0.44
O -1.51475 -2.40539 1.10834 -1.94 -0.73 -1.60
H 0.26245 -0.40709 2.40674 2.22 -0.07 0.84
```
Forces are in eV/Å.

Atomic partial charges in e from the Mulliken method, atoms 1 to 5: 0.4078 -0.7793 0.8768 0.2083 -0.7306

=====

| no. | F_max (hartree/bohr) | E_LUMO (Ha) |
| --- | --- | --- |
| 1 | 0.0839 | -0.047 |
| 2 | 0.3756 | 0.163 |